A molecular structure, C29H48NO20PbS in a non-equilibrium geometry, computed with ωB97M-V/def2-TZVPD.

```
! RIJCOSX wB97M-V def2-TZVPD def2/J DEFGRID3
* xyz -1 1
H 4.097 -0.440 5.774
H 1.805 -1.710 -9.050
H 4.276 -3.724 4.430
H -9.834 5.175 3.671
S -3.411 -5.989 1.839
H -7.609 5.624 2.638
C 0.070 -0.610 -8.287
C 7.681 -1.154 -2.680
H 5.700 -3.642 7.720
C 2.289 3.972 -1.736
H 0.932 -1.399 8.604
H -10.770 0.991 -3.989
C -9.357 4.252 4.002
H 5.432 -1.223 7.462
O -8.101 0.478 -3.474
C -8.512 3.641 2.882
H -8.575 4.401 4.746
C -6.791 0.469 -3.692
O -5.474 2.091 3.030
H -0.617 0.181 -8.587
O -6.502 0.806 -4.924
H 3.043 0.796 6.447
H -9.009 -0.449 -5.115
H 3.534 5.773 -5.358
O 2.489 5.270 -1.382
H 6.326 -0.659 -5.860
O -0.109 -1.331 -4.961
O -6.325 3.985 2.223
C 2.674 -1.257 7.227
H -10.045 3.499 4.386
O 5.630 -1.831 -3.613
O 1.591 -2.775 5.670
H -9.772 2.382 -4.186
H 8.015 -0.760 -5.647
O -5.971 0.306 -2.789
C 4.713 -3.300 5.334
Pb -1.404 -1.570 0.859
H 3.964 6.525 -2.057
C 3.114 5.950 -2.426
C -0.321 -1.213 -6.175
H 7.054 0.417 -4.710
H -7.876 2.153 -5.771
C 7.092 -0.605 -5.087
H 4.597 4.632 -3.432
H 3.058 3.981 -5.229
H 0.502 -0.484 7.166
O 4.498 -1.977 -1.598
H 1.641 0.258 8.133
H 1.949 5.171 -4.781
C -6.442 2.829 2.888
C 3.022 4.985 -4.806
C -0.738 -1.957 -8.277
C 5.552 -1.821 -2.268
O 0.472 -0.493 -6.925
H 5.521 -1.796 9.162
C 3.825 -3.479 6.576
H 3.769 -0.046 8.672
H 0.941 -0.640 -10.193
H 2.552 -0.311 5.152
H 4.785 -2.235 5.109
O 1.582 3.169 -1.124
C -8.706 0.527 -4.738
O -2.710 -5.463 0.721
H 2.758 -5.271 5.836
H 8.633 -1.681 -2.615
C 3.531 4.839 -3.348
N 2.536 -2.662 6.741
C 4.919 -1.769 8.253
C 3.433 -5.024 6.656
H -9.129 3.017 2.234
O -4.676 -6.604 1.447
H -10.429 1.419 -5.609
C -7.659 1.094 -5.635
O -0.967 -2.116 -6.927
H -7.683 0.526 -6.566
H -1.667 -1.837 -8.833
O 6.783 -1.565 -1.741
C 3.078 -0.238 6.104
O 2.912 3.735 -2.812
H 4.229 -3.641 8.740
C 3.595 -1.106 8.489
H 2.471 6.649 -2.961
H 3.177 -1.498 9.416
H 7.496 -2.546 -4.254
C -7.600 4.637 2.174
C 4.698 -3.231 7.846
H 1.971 0.091 -8.931
C -9.979 1.402 -4.617
H -7.921 4.646 1.133
O -2.508 -6.794 2.655
O -3.608 -4.882 2.769
H -0.131 -2.817 -8.561
H 5.709 -3.698 5.525
H 7.856 -0.079 -2.631
H 4.319 -5.655 6.719
C 1.314 -0.744 -9.174
C 1.327 -0.740 7.831
C 7.025 -1.615 -3.939
O -7.594 2.662 3.368
H 2.976 -5.250 7.619
*
```

The value obtained for the gap between HOMO and LUMO is 2.12 eV. Its LUMO energy is -0.49 eV.

---

A molecular structure, C22H21AsF8MoN3O8S2 in a non-equilibrium geometry, computed with ωB97M-V/def2-TZVPD.

```
! RIJCOSX wB97M-V def2-TZVPD def2/J DEFGRID3
* xyz -1 3
O -0.102 -2.881 2.500
C -2.160 -1.440 -1.832
C 0.677 3.761 2.823
O -2.260 1.898 -1.738
O -1.643 -2.502 -1.591
C 1.325 1.364 -4.026
H -6.379 -2.636 -3.520
C -2.461 0.696 -1.979
C 1.146 -2.529 -1.971
H 6.264 -3.941 1.901
C 4.102 -4.194 2.113
H -1.467 2.537 2.929
H -0.324 4.223 2.570
F 0.549 -3.037 -3.087
N -1.190 2.181 0.865
N 0.875 2.585 1.962
F 0.131 1.923 -3.944
O 5.075 0.491 -0.268
H 1.788 3.480 4.680
H 4.209 -5.234 2.444
C 1.347 -0.116 -3.557
C -3.349 2.850 1.911
C 5.150 -2.192 1.260
F 0.868 -3.366 -0.921
C 5.234 -3.454 1.777
H 0.057 3.607 4.987
H 1.989 -4.034 2.539
Mo 0.720 -0.394 -1.381
F 2.176 2.138 -3.301
H -3.386 3.548 2.745
O 2.841 -0.212 -0.872
C 0.772 3.275 4.255
O 0.718 -0.260 3.003
C 2.871 -3.566 2.161
C -3.553 -1.312 -2.257
N -1.459 -0.199 -1.878
H 6.048 -1.616 0.900
C -3.797 0.020 -2.454
F 2.508 -2.809 -2.117
H -5.190 1.518 -3.172
C -2.019 2.110 2.012
H -6.880 -0.310 -3.700
C -5.947 -0.555 -3.223
O 0.165 -0.846 0.495
F 2.591 -0.547 -3.899
H -4.176 -3.359 -2.335
H 0.587 2.118 4.201
O 3.160 0.835 1.348
H 1.769 2.032 2.034
C 2.709 -2.236 1.643
H -3.389 3.370 0.940
S 3.760 0.013 0.280
C -4.420 -2.317 -2.537
S 0.964 2.146 -0.635
C 3.842 -1.613 1.116
F 0.414 -0.824 -4.299
H -2.077 0.994 2.248
C -4.988 0.451 -2.917
C -5.672 -1.923 -3.115
C 0.175 2.306 0.861
H -1.602 2.199 -0.067
F 1.771 1.465 -5.314
As 0.840 -1.696 1.841
H -4.209 2.148 2.072
H 0.456 -0.633 3.874
H 1.454 4.499 2.613
*
```

The energy relative to the best compared isomer or geometry (same formula, charge and spin) is 26.7 kcal per mole. The value obtained for the gap between HOMO and LUMO (spin up / spin down) is 6.62 / 7.63 eV. Its LUMO energy (spin up / spin down) is 0.66 / 1.54 eV.

---

C13H9ClN4O2 in the gas phase in a non-equilibrium geometry, computed with ωB97M-V/def2-TZVPD.

```
! RIJCOSX wB97M-V def2-TZVPD def2/J DEFGRID3
* xyz 0 1
Cl 0.022 5.376 1.408
N 0.079 -1.448 -0.109
H -0.026 -1.456 -4.194
C -0.121 -1.349 2.256
C 0.574 2.856 2.199
C -0.602 2.978 0.042
C 0.013 0.802 1.040
H 1.041 0.910 2.935
C -0.201 -2.776 2.267
C 0.714 -2.056 -3.605
N -1.168 3.661 -1.074
C -0.036 -2.839 -0.044
C -0.020 -0.695 1.030
H -0.997 1.011 -0.868
N -0.223 -3.500 1.176
C 0.083 -3.211 -1.336
H -0.281 -0.867 3.224
H 1.721 -1.625 -3.701
C 0.409 -2.037 -2.114
O -1.327 3.045 -2.109
N 0.359 -1.003 -1.373
H 0.787 -3.088 -3.960
O -1.409 4.815 -0.948
C -0.584 1.554 -0.026
H -0.334 -3.316 3.242
C 0.584 1.487 2.115
H 0.008 -4.239 -1.729
H 0.983 3.390 3.071
C -0.043 3.621 1.183
*
```

As for the SMILES: Cc1cc2nccc(-c3ccc(Cl)c([N+](=O)[O-])c3)n2n1. The energy relative to the best compared isomer or geometry (same formula, charge and spin) is 89.2 kcal per mole. The value obtained for the gap between HOMO and LUMO is 7.71 eV. Its LUMO energy is -0.84 eV.

---

What did the second record say?
A molecular structure, C22H21AsF8MoN3O8S2 in a non-equilibrium geometry, computed with ωB97M-V/def2-TZVPD.

```
! RIJCOSX wB97M-V def2-TZVPD def2/J DEFGRID3
* xyz -1 3
O -0.102 -2.881 2.500
C -2.160 -1.440 -1.832
C 0.677 3.761 2.823
O -2.260 1.898 -1.738
O -1.643 -2.502 -1.591
C 1.325 1.364 -4.026
H -6.379 -2.636 -3.520
C -2.461 0.696 -1.979
C 1.146 -2.529 -1.971
H 6.264 -3.941 1.901
C 4.102 -4.194 2.113
H -1.467 2.537 2.929
H -0.324 4.223 2.570
F 0.549 -3.037 -3.087
N -1.190 2.181 0.865
N 0.875 2.585 1.962
F 0.131 1.923 -3.944
O 5.075 0.491 -0.268
H 1.788 3.480 4.680
H 4.209 -5.234 2.444
C 1.347 -0.116 -3.557
C -3.349 2.850 1.911
C 5.150 -2.192 1.260
F 0.868 -3.366 -0.921
C 5.234 -3.454 1.777
H 0.057 3.607 4.987
H 1.989 -4.034 2.539
Mo 0.720 -0.394 -1.381
F 2.176 2.138 -3.301
H -3.386 3.548 2.745
O 2.841 -0.212 -0.872
C 0.772 3.275 4.255
O 0.718 -0.260 3.003
C 2.871 -3.566 2.161
C -3.553 -1.312 -2.257
N -1.459 -0.199 -1.878
H 6.048 -1.616 0.900
C -3.797 0.020 -2.454
F 2.508 -2.809 -2.117
H -5.190 1.518 -3.172
C -2.019 2.110 2.012
H -6.880 -0.310 -3.700
C -5.947 -0.555 -3.223
O 0.165 -0.846 0.495
F 2.591 -0.547 -3.899
H -4.176 -3.359 -2.335
H 0.587 2.118 4.201
O 3.160 0.835 1.348
H 1.769 2.032 2.034
C 2.709 -2.236 1.643
H -3.389 3.370 0.940
S 3.760 0.013 0.280
C -4.420 -2.317 -2.537
S 0.964 2.146 -0.635
C 3.842 -1.613 1.116
F 0.414 -0.824 -4.299
H -2.077 0.994 2.248
C -4.988 0.451 -2.917
C -5.672 -1.923 -3.115
C 0.175 2.306 0.861
H -1.602 2.199 -0.067
F 1.771 1.465 -5.314
As 0.840 -1.696 1.841
H -4.209 2.148 2.072
H 0.456 -0.633 3.874
H 1.454 4.499 2.613
*
```

The energy relative to the best compared isomer or geometry (same formula, charge and spin) is 26.7 kcal per mole. The value obtained for the gap between HOMO and LUMO (spin up / spin down) is 6.62 / 7.63 eV. Its LUMO energy (spin up / spin down) is 0.66 / 1.54 eV.